No. 1
The following is a DFT calculation (ωB97M-V with the def2-TZVPD basis set) of C5H10O2 as an isolated structure at a distorted geometry.

```
17
Properties=species:S:1:pos:R:3:forces:R:3
C -1.83076 -0.28812 -0.77332 0.0103 0.0043 -0.1903
C -0.86831 0.57047 -0.01024 0.6009 0.3229 -0.6885
O -1.50522 -0.34780 2.09234 0.2253 -0.4278 1.1648
C 0.40463 0.23505 0.16500 -0.4043 0.5641 -1.1574
C 1.32086 -0.69666 -0.57321 0.0935 -0.1578 -0.1948
C 2.30775 0.45754 -0.32857 0.5215 -0.0666 -0.1645
O 1.42231 1.06453 0.64143 0.0372 -0.0100 0.1063
H -2.87449 -0.06841 -0.53092 0.2523 -0.0323 0.0511
H -1.67695 -0.07890 -1.83850 -0.1981 -0.1385 -0.0138
H -1.66341 -1.35743 -0.60955 0.0019 0.1975 0.0127
H -1.19722 1.54227 0.34780 0.0307 -0.1333 0.0338
H -1.57606 0.52680 2.49594 0.0420 -0.2271 0.0640
H -0.58841 -0.36286 1.72860 -1.2001 -0.0393 0.6520
H 1.61562 -1.63992 -0.10259 -0.1555 0.2163 0.1009
H 1.01097 -0.88076 -1.60332 0.1559 -0.0392 0.0703
H 2.41923 1.11564 -1.19888 0.0334 -0.0934 0.1468
H 3.27946 0.20857 0.09798 -0.0471 0.0602 0.0066
```
Forces are in eV/Å.

Computed properties:
- 2S+1 = 1
- HOMO level (hartree) = -0.303
- HOMO-LUMO gap (eV) = 9.174
- energy (eV) = -9439.70713
- ΔE to the lowest compared entry with this formula, charge and spin (eV) = 3.336

***

No. 2
The following is a DFT calculation (ωB97M-V with the def2-TZVPD basis set) of a 13-piece molecular cluster, C52H78O26 overall at a distorted geometry.

```
156
Properties=species:S:1:pos:R:3:forces:R:3
O 13.90763 9.98278 17.96119 0.3874 0.2955 0.1270
C 13.46975 10.20470 16.86570 -0.6950 -0.0435 0.5618
O 12.61918 11.24718 16.64331 0.2980 -0.6093 -1.3751
C 12.04224 11.06658 15.26540 1.9057 0.7647 0.1583
C 13.11561 10.20407 14.50437 -0.4648 0.6323 0.4339
C 13.60781 9.32800 15.65669 0.1050 -0.1229 -0.3278
H 11.88495 12.07478 14.83979 -0.1415 -0.6304 0.3064
H 11.12322 10.54446 15.45206 -0.5744 -0.1910 -0.3800
H 13.94435 10.82225 14.02877 -1.1463 -0.7199 0.8237
H 12.61224 9.58978 13.76795 0.0162 0.1062 -0.4212
H 14.64994 9.02456 15.54261 -0.2083 -0.1839 0.1468
H 12.94873 8.43672 15.84914 0.6336 0.7156 -0.3028
O 11.92063 16.35254 13.59559 0.7231 -0.5873 0.0055
C 12.64746 15.67243 14.28830 0.1529 0.5291 -0.2564
O 12.11458 14.75169 15.12754 -0.5100 1.6322 -1.1259
C 13.13254 14.35406 16.01836 0.3807 0.2408 -0.4581
C 14.18289 15.42320 16.00845 1.3988 -0.9936 -0.0724
C 14.20665 15.76923 14.50786 -0.6735 0.1515 0.5561
H 13.45721 13.45060 15.58860 0.9295 -1.2026 0.2325
H 12.72918 14.24517 16.96735 -1.0123 -0.5511 1.7686
H 15.08854 14.94085 16.43462 -0.1404 0.5659 -0.6449
H 13.92717 16.22169 16.68055 -0.2322 0.6000 -0.2316
H 14.76539 14.96006 13.99756 -0.5150 0.3897 -0.0304
H 14.63828 16.75560 14.23452 -0.5783 -0.6248 0.0898
O 13.67093 16.03796 9.39607 0.0958 -0.0492 0.2300
C 14.73136 16.14796 9.94985 0.0714 1.5182 -0.9490
O 15.07681 15.48481 11.04621 -0.7059 0.1381 0.1637
C 16.48398 15.61586 11.28284 -0.2941 2.0259 0.6816
C 17.07144 16.18275 10.00746 1.3845 0.6266 -0.5075
C 15.90412 17.01699 9.49754 0.3657 -0.1352 0.5945
H 16.68978 14.66543 11.59626 1.5176 -2.5847 0.3655
H 16.69072 16.24620 12.17987 -0.4545 -0.1068 -0.7951
H 17.41705 15.45146 9.25397 -0.2638 0.0527 0.5936
H 17.90428 16.89348 10.21761 -0.2916 -0.8738 -0.0385
H 15.88300 17.20973 8.44553 -0.0600 -0.1593 -0.6308
H 16.03656 17.99709 9.98819 -1.0185 -0.3963 0.0754
O 9.77432 12.57916 16.78682 -1.0145 0.8264 -2.9248
C 10.24092 12.30842 17.82414 -0.3650 -1.5324 1.5365
O 10.71838 13.22421 18.65579 0.5975 0.7848 -1.5111
C 11.13219 12.60860 19.82811 -0.9183 1.9636 2.5804
C 11.26529 11.18145 19.60180 1.2006 -3.2167 -0.4120
C 10.24423 10.94022 18.47584 0.9415 -0.7485 -0.1547
H 10.30261 12.86453 20.50900 0.4567 -0.3345 0.5060
H 12.02390 13.10596 20.17003 0.3891 0.1245 0.2175
H 11.06366 10.54871 20.52419 0.4408 0.8395 -1.1520
H 12.28988 10.97274 19.18374 -0.9375 -0.0425 0.7177
H 9.28807 10.75987 18.97902 -0.2025 -0.0587 -0.6504
H 10.50677 10.14072 17.69222 -0.5543 1.1456 1.4641
O 19.19445 10.15759 15.05958 0.8260 -0.8800 0.5883
C 18.97398 10.92918 14.18796 0.1667 1.9043 0.6662
O 18.96481 12.27631 14.41453 0.3291 -0.2579 0.5343
C 18.54073 13.04626 13.25646 -0.1614 0.7852 1.7744
C 18.65481 12.10700 12.09676 1.9251 -1.1182 0.2371
C 18.62382 10.69908 12.81767 -0.4851 -0.3009 -3.5444
H 19.15565 13.98892 13.35196 -0.7132 -1.0197 -0.7728
H 17.49211 13.28168 13.48371 0.1566 0.2958 -0.3080
H 19.63628 12.24523 11.58845 -0.5500 -0.2297 0.3424
H 17.90363 12.22290 11.36093 -0.8898 0.0710 -0.6108
H 19.23366 9.94086 12.29457 0.1384 0.4732 0.4937
H 17.64667 10.21567 12.78769 -0.3648 0.3522 0.1112
O 14.66077 19.70140 12.95332 -1.3996 -0.6814 -0.7698
C 13.64869 19.21404 12.45621 1.6643 0.5731 1.0231
O 13.72212 18.40085 11.40302 0.9404 -0.1754 -0.9172
C 12.44929 17.84368 11.02749 -0.4535 0.3494 -1.4065
C 11.50356 18.81801 11.63331 -1.7792 1.2435 1.5286
C 12.23517 19.35562 12.91382 -0.2351 0.9994 -1.6187
H 12.47913 16.81768 11.36640 -0.5637 0.0053 0.3151
H 12.24759 17.83044 9.91466 1.0306 0.0848 1.1562
H 10.51642 18.43326 11.88348 0.0435 -0.4438 0.0499
H 11.25368 19.65572 10.92685 0.6964 -0.5946 0.5955
H 12.14042 18.79529 13.82312 -0.3999 -0.5337 0.3348
H 12.03479 20.41750 13.13518 0.0222 -0.4796 -0.0925
O 7.45876 14.15529 12.81663 0.0745 0.1380 -0.5205
C 8.16751 14.37546 11.88208 -0.2032 0.0655 -1.3202
O 8.12388 13.61258 10.68484 0.1820 1.4131 1.7819
C 8.92001 14.28726 9.69387 -2.0301 1.3821 -0.9830
C 9.22153 15.71962 10.15301 0.3125 -0.4192 1.4707
C 9.15236 15.50196 11.65659 0.7087 0.8538 1.7118
H 8.27166 14.36584 8.80127 0.6357 -0.5516 0.1736
H 9.80318 13.76068 9.53786 1.4316 -1.1804 -0.4589
H 8.45586 16.43520 9.83311 0.3376 -0.1217 -0.0813
H 10.24882 16.06682 9.99076 -0.4036 -0.0621 -0.8409
H 8.99164 16.42130 12.26276 -0.7265 -0.6377 -0.4261
H 10.13016 15.22859 12.12412 -0.4382 -0.4200 -0.6878
O 13.79055 17.84618 22.35379 0.1521 0.0854 0.7798
C 13.87582 17.48564 21.22673 0.2475 0.7375 -0.0406
O 15.02728 17.67185 20.49841 -0.7049 0.0288 0.5063
C 14.88072 17.11838 19.21775 -0.1839 -1.2711 -2.2125
C 13.56089 16.27557 19.19606 0.3030 -0.1748 1.1315
C 12.80658 16.91397 20.37491 -0.0819 -2.2650 -0.7592
H 15.76846 16.48467 19.02640 -0.4292 0.3336 0.0141
H 14.81824 17.84918 18.39164 0.2140 0.2818 0.6702
H 13.81812 15.25530 19.47390 0.0350 -0.2623 -0.0371
H 12.92296 16.22653 18.30418 0.6579 0.4562 0.2788
H 12.13910 16.17444 20.87148 0.5503 0.7975 -0.0047
H 12.21567 17.68035 19.95288 -0.8249 1.1725 -0.1054
O 15.37726 12.63660 14.98785 1.0774 0.1127 0.4390
C 16.17760 12.20626 15.79028 -0.5241 -2.0634 -0.5159
O 16.51928 10.86035 15.71557 -0.1658 0.3052 0.7291
C 17.24605 10.41794 16.91536 0.0204 1.2182 0.9427
C 17.83503 11.76092 17.45749 1.0083 -0.8105 -1.2112
C 16.80816 12.81263 17.00916 0.4376 0.3840 -0.4731
H 18.01191 9.67244 16.67083 -0.4936 0.5101 -0.2076
H 16.59146 10.00662 17.69836 -0.4745 0.0314 -0.7126
H 18.82836 11.86410 16.89427 -1.4338 0.3704 0.9621
H 18.01411 11.73030 18.52820 -0.0045 0.0343 0.0206
H 17.29638 13.75343 16.70781 -0.3734 -0.1474 0.2576
H 15.94716 13.01867 17.67518 0.6453 -0.1092 0.1018
O 9.90423 11.01525 11.27330 0.3536 0.1612 0.0074
C 9.06325 11.04706 12.11795 -1.4322 -0.4777 0.9000
O 9.07796 11.93516 13.16183 -0.1376 -0.5763 -0.2092
C 7.95090 11.76268 14.06304 -0.6240 -0.5524 -0.2217
C 6.96265 10.78558 13.29675 -0.3524 2.7513 -0.6238
C 7.77766 10.13224 12.21189 2.0280 0.7761 1.3734
H 7.53271 12.75410 14.33693 0.1836 -0.7944 -0.7781
H 8.28419 11.38484 15.01044 0.6336 -0.6446 0.2937
H 6.23975 11.49546 12.83475 0.1905 -0.6413 0.1889
H 6.40614 10.08586 13.88056 -0.1257 -0.2888 0.7173
H 7.36915 10.10174 11.23811 -0.6407 -0.1532 -0.9076
H 8.05644 9.13147 12.55393 0.3097 0.0354 -0.4232
O 11.73413 17.66361 16.91278 0.3380 0.3300 0.1089
C 10.70689 17.04971 16.87168 -1.1316 -1.2996 -0.0324
O 10.31613 16.18854 17.80902 1.3191 -0.2808 2.2511
C 9.02637 15.58741 17.60228 0.7686 -0.0884 -0.4134
C 8.89186 15.67767 16.09685 -1.6920 -0.5563 -0.8777
C 9.64710 16.99621 15.82463 1.6329 -2.0932 -1.4352
H 8.30900 16.22677 18.09135 -0.4468 0.2304 0.2123
H 9.04780 14.61475 18.10256 -0.0368 0.2946 -0.5137
H 7.82487 15.64780 15.80187 0.2793 0.7191 0.2571
H 9.21330 14.79352 15.47717 0.7105 0.9484 1.0519
H 9.17064 17.92416 15.93622 -1.2891 1.1633 -0.5504
H 10.24562 16.83226 14.91674 -0.6510 0.9030 -0.2326
O 17.48364 16.08437 14.37933 -0.2006 -1.6855 0.1977
C 17.40884 17.20177 14.75177 0.6946 1.7323 0.9175
O 17.43752 17.57475 16.10401 -0.5581 -0.3006 -2.0046
C 17.60591 18.99234 16.16639 -0.8141 1.3142 -0.4202
C 17.31460 19.61673 14.69243 1.8667 -0.6117 2.2478
C 17.42309 18.41089 13.81967 -2.4013 -0.7585 0.6414
H 18.63628 19.15706 16.41431 0.5919 0.2297 0.2313
H 16.97679 19.43006 16.99186 0.4330 -0.5871 -0.9811
H 18.08265 20.37566 14.50237 -0.4003 -0.0520 -0.0120
H 16.33719 20.01216 14.65190 -0.9212 0.6249 -0.0849
H 18.22833 18.27436 13.15616 1.2366 0.1845 -0.6739
H 16.49130 18.35470 13.21978 0.5344 -0.1369 0.0834
O 15.90328 12.06284 10.11474 0.3522 -0.0912 -0.1847
C 14.82176 12.56665 10.25083 0.7466 0.9961 -0.9282
O 14.24733 13.34850 9.31901 -0.7930 -0.7625 -0.4860
C 12.77775 13.33375 9.60102 1.7320 0.3387 0.3961
C 12.77516 13.33755 11.15714 -2.4894 -0.7594 -1.1932
C 13.99335 12.54839 11.45338 0.5921 -0.2520 1.1715
H 12.45090 12.37453 9.19926 -0.4541 0.1738 -0.0134
H 12.38523 14.21135 9.07496 -0.0801 -0.4553 0.3733
H 11.83466 12.84166 11.47963 0.5289 0.2811 0.0694
H 12.77788 14.34243 11.53134 0.2586 0.4911 0.2101
H 13.93086 11.52832 11.75173 -0.8922 -1.0313 0.1186
H 14.60810 12.92495 12.24851 0.3498 0.6431 0.5136
```
Forces are in eV/Å.

Computed properties:
- 2S+1 = 1
- HOMO level (hartree) = -0.368
- HOMO-LUMO gap (eV) = 10.468
- energy (eV) = -108425.18848
- ΔE to the lowest compared entry with this formula, charge and spin (eV) = 2.392

***

Question: What is the HOMO-LUMO gap in the second record?
Answer: 10.468 eV

***

Question: What is the ΔE to the lowest compared entry with this formula, charge and spin in the second record?
Answer: 2.392 eV